ORCA calculation (ωB97M-V with the def2-TZVPD basis set) on a molecular structure, C6H10 in a non-equilibrium geometry.

- spin multiplicity = 1
- strongest force on any atom (eV/A) = 1.32
- net charge = 0
- LUMO (eV) = 1.103
- E (Eh) = -234.4333
- HOMO energy (Ha) = -0.294

Structure (XYZ):
```
16
Properties=species:S:1:pos:R:3:mulliken_charge:R:1
C -0.981 -0.670 1.405 -1.363
C -0.534 0.440 0.474 0.279
C 0.951 0.790 0.522 -0.927
C 0.791 0.719 -1.406 -0.630
C 0.519 -0.740 -1.506 -0.557
C -0.569 0.187 -1.016 -0.131
H -0.804 -0.397 2.452 0.379
H -2.049 -0.872 1.275 0.367
H -0.430 -1.594 1.200 0.275
H -1.106 1.352 0.680 0.327
H 1.195 1.757 0.990 0.387
H 1.650 0.022 0.857 0.359
H 1.481 1.322 -0.778 0.429
H 0.988 -1.464 -0.843 0.147
H 0.382 -1.112 -2.524 0.265
H -1.474 0.320 -1.609 0.396
```